Record 1
The following is a DFT calculation (ωB97M-V/def2-TZVPD) of 2 unconnected molecules or ions with the total composition C2H8ClN4 in a non-equilibrium geometry.

Calculated values
energy relative to the best compared isomer or geometry (same formula, charge and spin): 0.0000 eV
DFT total energy: -20678.0988 eV
gap between HOMO and LUMO: 0.353 hartree
E_HOMO: -12.99 eV

Geometry as ORCA input:
```
! wB97M-V def2-TZVPD RIJCOSX def2/J DEFGRID3
* xyz 1 1
N 0.42222 1.48857 1.69737
C 0.60791 1.30192 -0.70129
N 0.26929 1.77436 0.34594
H -0.56914 -2.10547 -1.90905
H -0.74610 -0.49013 -1.44085
Cl -0.53293 -1.11149 1.65043
C 0.70194 0.16457 1.93833
H 1.44617 -0.24820 1.22476
H 1.07871 -0.11281 2.95691
N 0.59741 0.87075 -1.83005
N -1.08809 -1.42862 -1.37123
H -0.23335 2.05535 2.25561
H 1.08393 1.11827 -2.64142
H -1.01869 -1.73579 -0.40999
H -2.01928 -1.54128 -1.76545
*
```

Record 2
The following is a DFT calculation (ωB97M-V/def2-TZVPD) of a molecular structure, C2H8CsN4O2 in a non-equilibrium geometry.

Calculated values
energy relative to the best compared isomer or geometry (same formula, charge and spin): 9.8778 eV
DFT total energy: -12795.2002 eV
gap between HOMO and LUMO: 0.328 hartree
E_HOMO: -13.41 eV

Geometry as ORCA input:
```
! wB97M-V def2-TZVPD RIJCOSX def2/J DEFGRID3
* xyz 1 1
H -2.17390 1.48579 2.49848
Cs 0.52327 -0.85337 1.50079
H 3.05071 -0.39704 0.04010
N 0.89312 -1.34762 -1.86338
H 0.63987 -1.38279 -2.84048
O 2.76233 -0.39461 -2.52253
N -1.01245 0.45967 0.86952
H -0.21886 0.42084 0.24597
H 1.89513 -1.71058 0.17589
H -3.34354 2.31279 1.57993
H 0.39993 -1.48679 -0.99304
N 2.36040 -1.00497 -0.37704
H -0.97165 0.29688 1.86548
O -2.25078 1.53689 -0.64973
C 2.02960 -0.83402 -1.64122
C -2.01123 1.23777 0.52430
N -2.57194 1.66111 1.58693
*
```